(1)
118
Properties=species:S:1:pos:R:3:forces:R:3 method="wB97M-V/def2-TZVPD" lumo_energy_ev=2.0 gap_ev=6.80 total_charge=-1 e_tot_ev=-162913.4213
Y -0.122103 -1.288128 0.012041 0.63 0.87 -0.24
O 3.932884 -2.689000 1.239677 0.34 -0.04 0.08
C 4.732139 -1.614521 1.322731 -0.04 -0.14 -0.03
C 6.008088 -1.762681 1.871960 0.05 0.00 0.00
C 6.867597 -0.680047 1.963066 -0.03 0.00 0.00
C 6.468435 0.578762 1.526534 -0.04 -0.06 0.01
C 5.190848 0.724332 1.002412 0.03 0.02 0.01
C 4.320428 -0.350320 0.878031 0.07 0.04 -0.01
C 2.930619 -0.140752 0.309873 -0.04 -0.03 -0.11
O 2.072193 -1.153395 0.539164 0.20 -0.04 -0.13
N 3.077193 0.087730 -1.163915 -0.07 -0.15 0.10
N 2.005448 0.010332 -1.917029 -0.04 -0.03 -0.12
C 2.078515 0.371588 -3.148667 -0.10 0.02 -0.11
C 0.975277 0.267638 -4.100600 0.04 -0.01 0.32
Br -0.384431 -1.000348 -3.732667 0.03 -0.14 -0.03
C 0.873228 0.935983 -5.252132 0.14 0.28 -0.19
C 1.775827 2.022724 -5.695279 -0.07 -0.10 0.03
C 2.185827 2.082957 -7.028314 -0.01 0.02 -0.04
C 3.011559 3.104097 -7.475227 -0.02 -0.02 0.03
C 3.438852 4.092184 -6.597132 -0.03 -0.02 0.01
C 3.024655 4.052998 -5.272433 -0.04 -0.02 -0.02
C 2.196649 3.032364 -4.827911 0.03 -0.04 0.04
H 3.053405 -2.340816 0.910441 -0.20 0.08 -0.03
H 6.300631 -2.747502 2.216605 0.01 0.03 -0.01
H 7.855021 -0.816868 2.389222 -0.02 -0.01 -0.01
H 7.130521 1.431269 1.611475 -0.01 -0.02 0.00
H 4.846233 1.707926 0.693465 -0.01 -0.01 0.00
H 2.560502 0.808031 0.730183 -0.09 0.11 0.04
H 3.952739 0.415787 -1.553160 0.02 0.05 -0.01
H 3.008401 0.779213 -3.548630 0.04 0.00 -0.05
H 0.072795 0.665400 -5.930790 0.04 0.01 -0.01
H 1.855313 1.312243 -7.716591 0.01 0.03 0.02
H 3.323343 3.127942 -8.512201 0.00 0.00 0.01
H 4.080974 4.891306 -6.945520 0.00 -0.01 0.00
H 3.335703 4.828220 -4.582161 -0.01 -0.01 0.00
H 1.852460 3.020895 -3.800508 0.04 0.00 -0.10
O 0.665276 -2.877559 -1.306699 -0.17 -0.23 0.06
C 0.281966 -3.810662 -2.108515 0.00 0.06 0.02
C 1.238227 -4.564063 -2.831918 0.04 -0.07 -0.02
C 0.864090 -5.557336 -3.705498 -0.07 -0.01 0.00
C -0.488460 -5.868301 -3.913401 0.06 0.07 0.05
C -1.435771 -5.149763 -3.218669 -0.01 -0.02 0.00
C -1.087114 -4.124748 -2.324294 -0.21 0.03 0.02
C -2.177993 -3.428698 -1.660996 0.17 -0.12 -0.16
N -2.086955 -2.419131 -0.876831 -0.41 -0.08 0.04
N -3.341391 -2.002386 -0.395036 0.12 -0.01 -0.10
C -3.210652 -1.087751 0.529934 -0.11 0.14 -0.03
O -2.126800 -0.582346 0.970965 -0.29 -0.26 -0.01
C -4.497577 -0.587553 1.126982 0.04 -0.05 0.05
C -4.437505 0.291834 2.202404 -0.06 0.05 0.02
C -5.605207 0.750098 2.803563 0.03 0.00 -0.07
C -6.842969 0.337559 2.327944 0.04 0.01 -0.02
C -6.907165 -0.538647 1.248991 0.05 0.00 -0.01
C -5.741754 -1.001250 0.654831 -0.05 0.01 0.01
H 2.280804 -4.321969 -2.663442 -0.02 0.00 -0.01
H 1.628988 -6.111124 -4.238859 0.00 0.01 0.00
H -0.779706 -6.652838 -4.599199 0.01 0.00 0.00
H -2.490876 -5.369158 -3.357134 0.03 0.01 0.00
H -3.184419 -3.807229 -1.847953 -0.01 -0.03 -0.05
H -3.459651 0.596004 2.555786 -0.02 0.00 0.00
H -5.547921 1.428956 3.646840 0.01 -0.01 -0.01
H -7.754002 0.690593 2.798104 0.02 -0.01 -0.01
H -7.870593 -0.869125 0.877700 0.01 0.00 0.00
H -5.771008 -1.694470 -0.175515 -0.01 0.01 0.01
N 1.613695 -1.986558 10.520145 -0.01 0.02 -0.04
C 1.402385 -1.888554 9.393833 -0.03 0.00 -0.25
C 1.137724 -1.771141 7.976257 0.05 0.00 0.24
C -0.163438 -1.555361 7.531040 -0.07 0.00 0.01
C -0.414563 -1.442029 6.173923 -0.03 0.03 0.04
C 0.624073 -1.540559 5.256245 0.01 -0.01 -0.05
C 1.922913 -1.758327 5.705602 0.00 -0.02 0.00
C 2.182796 -1.872912 7.060637 0.05 -0.01 -0.02
C 0.355661 -1.413851 3.788914 0.02 0.00 -0.02
C 0.493269 -0.118264 3.279777 -0.03 -0.07 -0.04
C 0.887613 1.016383 4.057074 -0.01 -0.01 -0.01
C 0.911645 2.089302 3.204238 -0.03 -0.03 -0.09
C 0.527108 1.570043 1.936324 -0.02 0.05 0.12
N 0.274849 0.273064 1.963762 0.03 0.23 0.25
C 0.024563 -2.612114 3.154998 0.03 0.00 -0.02
C -0.144520 -3.869574 3.806087 0.00 -0.06 0.01
C -0.451642 -4.789045 2.831032 0.03 0.04 0.03
C -0.446137 -4.069627 1.611264 0.03 0.00 0.05
N -0.170245 -2.786299 1.792202 -0.11 -0.30 0.33
H -0.968688 -1.478417 8.249487 0.00 0.00 -0.01
H -1.423232 -1.276011 5.815447 0.03 0.00 0.01
H 2.724968 -1.839673 4.981086 -0.02 0.01 0.03
H 3.190453 -2.042887 7.414567 0.01 0.00 0.00
H 1.122654 1.013364 5.110734 -0.01 -0.01 -0.04
H 1.172001 3.113128 3.426657 -0.01 -0.03 0.00
H 0.446624 2.140258 1.019384 0.03 -0.01 0.01
H -0.044531 -4.047928 4.865824 -0.01 -0.01 -0.03
H -0.649107 -5.843415 2.949625 0.02 0.04 0.00
H -0.621811 -4.466858 0.619750 0.01 0.04 0.01
N -0.806576 0.929554 -0.953030 -0.16 0.06 0.26
S -1.634972 1.696933 -2.046226 0.21 -0.16 -0.27
C -0.868962 3.317311 -2.250672 -0.06 0.01 0.03
C 0.396268 3.496348 -1.722053 0.03 0.09 0.01
C 1.046495 4.711461 -1.915138 -0.07 0.03 0.02
C 0.435479 5.718598 -2.647080 -0.02 -0.04 0.00
C -0.828550 5.515369 -3.194991 0.04 -0.01 0.01
C -1.486089 4.311593 -2.999757 0.02 0.02 -0.01
C -3.203423 2.205578 -1.369041 0.05 0.05 0.08
C -4.338210 1.567440 -1.841187 -0.05 -0.02 0.01
C -5.574668 1.890785 -1.292524 0.05 -0.04 -0.01
C -5.656377 2.834604 -0.282287 0.04 -0.01 0.06
C -4.505338 3.454899 0.196993 -0.04 -0.03 0.03
C -3.271628 3.140125 -0.342406 -0.04 0.03 0.01
H -1.014279 1.329448 -0.034645 -0.04 -0.02 -0.02
H 0.863244 2.674705 -1.190529 -0.01 0.01 0.04
H 2.035253 4.863366 -1.499268 -0.01 -0.01 0.00
H 0.944856 6.661658 -2.801582 -0.01 -0.01 0.00
H -1.300591 6.298923 -3.774355 0.01 -0.01 0.01
H -2.474043 4.149263 -3.417229 0.03 0.01 0.02
H -4.251707 0.806963 -2.608931 0.00 0.03 0.02
H -6.467024 1.386178 -1.639609 0.02 0.01 0.00
H -6.617029 3.068646 0.158233 0.01 0.00 0.00
H -4.570442 4.171913 1.005594 -0.01 -0.01 -0.01
H -2.370386 3.615717 0.029650 -0.02 -0.03 -0.02

(2)
126
Properties=species:S:1:pos:R:3:forces:R:3 method="wB97M-V/def2-TZVPD" lumo_energy_ev=-1.4 gap_ev=5.38 e_tot_ev=-187589.9648 de_lowest_kcal_mol=58.7
Tl -0.507235 -0.188647 0.362618 0.07 0.11 -1.09
C -3.325835 -1.868647 2.956218 -0.26 0.02 0.19
O -2.062435 -2.084947 2.372218 0.34 -0.20 -0.09
C -1.374435 -3.208447 2.720118 0.13 -0.07 -0.03
C -1.744535 -4.092647 3.697218 0.03 0.17 -0.04
C -0.910935 -5.178447 4.011818 0.27 -0.42 0.21
Br -1.437135 -6.341347 5.426618 0.03 0.12 -0.17
C 0.270165 -5.394147 3.367218 -0.18 0.06 -0.03
C 0.665665 -4.519447 2.334918 -0.84 0.35 0.19
C -0.156335 -3.402047 1.965218 0.04 -0.65 0.56
O 0.169065 -2.612147 1.031318 0.04 0.96 -0.45
C 1.896165 -4.679547 1.647618 0.25 0.15 -0.19
N 2.321365 -3.809047 0.719818 -0.47 -0.17 0.36
C 3.572465 -4.165847 0.293918 0.74 -0.63 0.05
C 4.450165 -3.586647 -0.609882 -0.06 -0.08 0.13
C 5.674265 -4.206847 -0.780082 0.00 0.06 -0.04
C 6.016065 -5.360147 -0.074582 -0.01 -0.12 0.07
C 5.144865 -5.951447 0.823118 -0.05 0.04 0.01
C 3.917365 -5.338347 0.997318 0.33 0.55 -0.57
N 2.849265 -5.629747 1.820618 -0.46 0.25 0.07
H -3.244935 -1.686247 4.034518 -0.01 -0.06 -0.07
H -4.002235 -2.710847 2.773118 0.08 0.04 0.04
H -3.733335 -0.980047 2.475118 0.00 -0.01 0.03
H -2.654935 -3.975547 4.262718 -0.11 0.11 -0.02
H 0.898965 -6.226947 3.639218 -0.01 -0.14 0.12
H 1.654265 -3.034747 0.496418 0.13 -0.20 0.02
H 4.191565 -2.683547 -1.137282 -0.01 0.10 -0.09
H 6.387865 -3.789247 -1.473482 0.05 0.06 -0.05
H 6.987765 -5.802347 -0.223182 0.11 -0.05 -0.07
H 5.410965 -6.842247 1.370718 0.06 -0.09 0.03
H 2.787665 -6.418347 2.441918 -0.08 0.09 0.00
O 0.188965 1.603653 -0.996282 -0.32 -0.54 0.51
C 1.327765 2.000253 -1.421182 0.64 0.18 -0.01
C 1.405565 2.698453 -2.656182 -0.12 -0.08 -0.03
C 2.574165 3.228153 -3.132482 -0.05 0.02 0.05
C 3.758665 3.092553 -2.408882 0.27 0.08 0.05
C 3.734965 2.399053 -1.223382 0.02 0.02 -0.03
C 2.556365 1.840253 -0.705382 -0.19 0.26 -0.56
C 2.644765 1.076753 0.513618 0.11 0.08 0.06
N 1.891265 0.057153 0.904518 -0.72 -0.01 -0.50
C 2.424865 -0.417347 2.063218 0.37 -0.12 0.50
C 3.514965 0.315253 2.402118 -0.13 -0.39 0.20
N 3.645665 1.260153 1.421618 -0.22 0.00 -0.17
H 0.489065 2.785153 -3.220382 -0.11 0.02 -0.01
H 2.581765 3.755253 -4.075682 -0.03 0.01 -0.11
H 4.683865 3.500753 -2.788982 0.05 -0.01 0.00
H 4.671265 2.246353 -0.700782 0.08 -0.03 0.03
H 1.993265 -1.251947 2.575918 -0.09 -0.20 0.15
H 4.188865 0.234553 3.227218 0.18 0.01 0.19
H 4.366665 1.959753 1.373318 -0.11 -0.02 -0.10
O -2.671835 -2.227047 -0.659682 -0.45 1.04 0.21
C -2.766935 -1.088447 -0.352282 2.98 -1.30 0.31
C -3.827235 -0.151747 -0.331482 -2.25 1.00 -0.11
C -5.081635 -0.750047 -0.638682 0.57 0.17 0.10
C -6.239035 -0.015047 -0.613482 -0.25 0.19 0.03
C -6.197035 1.338653 -0.290182 0.22 -0.20 -0.06
C -4.982935 1.941453 -0.017482 -0.20 -0.08 -0.02
C -3.788235 1.231153 -0.023482 0.26 -0.59 -0.07
P -2.243735 2.162553 0.346718 -0.49 0.17 0.03
C -2.871335 3.205653 1.708818 0.20 -0.07 -0.09
C -2.943535 4.591653 1.688518 -0.05 -0.05 -0.09
C -3.267635 5.282353 2.844018 -0.06 0.12 0.18
C -3.518835 4.604553 4.024818 0.02 0.05 0.02
C -3.452435 3.219053 4.049718 -0.08 -0.04 0.10
C -3.124735 2.527453 2.901118 -0.04 0.01 -0.11
C -2.144935 3.226153 -1.115782 0.05 -0.10 0.13
C -1.279535 4.314853 -1.042082 -0.04 -0.04 -0.06
C -1.022135 5.075453 -2.164582 0.00 0.11 -0.01
C -1.599835 4.734353 -3.377782 0.03 0.01 -0.08
C -2.426435 3.627253 -3.462082 0.02 0.08 -0.21
C -2.705535 2.873253 -2.336682 0.00 0.04 0.18
H -5.101135 -1.798447 -0.899482 0.02 -0.06 0.02
H -7.181435 -0.484647 -0.849882 -0.08 -0.07 -0.02
H -7.104035 1.921953 -0.264782 -0.11 0.06 -0.02
H -4.953635 2.996953 0.208318 -0.01 0.09 0.03
H -2.752935 5.138753 0.776818 -0.01 0.01 -0.02
H -3.316235 6.361153 2.822118 -0.01 0.09 0.01
H -3.744835 5.151453 4.928118 0.00 0.03 0.04
H -3.638535 2.685553 4.971718 -0.02 -0.04 0.04
H -3.049135 1.446353 2.912618 0.00 -0.09 0.09
H -0.790135 4.542553 -0.105782 0.08 0.07 0.07
H -0.353235 5.922353 -2.104482 0.04 0.06 0.01
H -1.378535 5.313253 -4.262182 -0.01 0.05 -0.07
H -2.843435 3.338553 -4.414582 -0.07 -0.01 -0.10
H -3.340635 2.002653 -2.420382 -0.06 -0.03 -0.02
O -1.979235 -2.984647 -7.857182 -0.18 0.05 -0.09
S -1.053435 -3.838447 -8.570882 0.86 -0.25 0.40
O -1.448635 -5.230147 -8.677082 -0.16 0.07 -0.19
O -0.439135 -3.248547 -9.744582 -0.19 -0.04 -0.12
C 0.384565 -3.969847 -7.411582 -1.44 0.20 -0.94
N 1.385565 -4.769347 -7.712782 0.73 -0.56 -0.31
C 2.353565 -4.861947 -6.818882 -0.14 0.09 0.04
C 2.326165 -4.172147 -5.612682 -0.22 0.26 0.17
C 1.220965 -3.349847 -5.399282 0.32 -0.65 -0.86
N 0.263965 -3.261647 -6.322182 0.27 0.56 1.19
C 0.972065 -2.568847 -4.182782 -0.18 0.34 0.51
C -0.278335 -1.963947 -4.033682 0.13 0.07 0.16
C -0.550335 -1.279147 -2.865982 0.03 -0.06 -0.20
N 0.324665 -1.168547 -1.873382 -0.11 0.10 0.42
C 1.529465 -1.692947 -2.035182 0.26 -0.16 -0.05
C 1.904865 -2.403947 -3.160882 -0.23 0.08 -0.03
H 3.171465 -5.523047 -7.073682 0.14 -0.04 0.06
H 3.115065 -4.289147 -4.887582 0.11 -0.02 0.08
H -1.000735 -2.053047 -4.831282 -0.06 -0.01 -0.06
H -1.502435 -0.788447 -2.710782 -0.10 -0.04 -0.08
H 2.218765 -1.513447 -1.219982 0.13 -0.03 0.09
H 2.899165 -2.817747 -3.236382 0.07 -0.02 -0.01
O 0.852565 5.528353 1.509218 -0.29 0.07 -0.34
C 1.693265 5.383353 2.631718 0.30 -0.20 0.21
N 0.922365 5.616953 3.810918 0.26 0.43 -0.33
C 0.088565 4.764653 4.466918 0.07 0.04 0.04
O -0.613635 5.178853 5.366818 -0.12 -0.09 0.15
C 0.102865 3.301053 4.143718 -0.10 -0.41 0.11
C -0.007735 2.435753 5.233018 0.02 0.04 -0.21
C -0.120635 1.075953 5.009018 -0.03 0.08 0.00
C -0.148035 0.628553 3.697218 -0.05 -0.04 0.32
N -0.063535 1.438653 2.653118 -0.04 -0.40 -0.11
C 0.064965 2.739053 2.867318 0.10 0.42 0.14
H 1.369265 5.536953 0.696318 0.14 -0.05 -0.02
H 2.506765 6.124553 2.604918 -0.17 -0.24 0.02
H 2.123165 4.369353 2.666218 -0.06 0.26 0.05
H 0.746365 6.588853 4.038318 -0.01 -0.19 0.04
H -0.016435 2.846153 6.232618 -0.03 0.03 0.04
H -0.210435 0.382153 5.831818 0.02 -0.06 0.01
H -0.259935 -0.423147 3.467318 -0.02 -0.17 0.07
H 0.101265 3.355253 1.980918 -0.01 0.16 -0.12